{
  "formula": "C21H45BI2NO13P",
  "method": "wB97M-V/def2-TZVPD",
  "symbols": ["C", "C", "C", "I", "O", "P", "O", "O", "I", "O", "B", "O", "N", "C", "C", "H", "H", "H", "H", "H", "H", "H", "H", "H", "H", "H", "H", "H", "O", "C", "O", "C", "C", "C", "H", "H", "H", "H", "H", "H", "H", "H", "O", "C", "O", "C", "C", "C", "H", "H", "H", "H", "H", "H", "H", "H", "O", "C", "O", "C", "C", "C", "H", "H", "H", "H", "H", "H", "H", "H", "O", "C", "O", "C", "C", "C", "H", "H", "H", "H", "H", "H", "H", "H"],
  "positions_angstrom": [[2.70006, -4.98975, -1.73901], [2.60205, -3.58132, -1.17292], [2.07219, -2.49484, -2.08976], [2.83085, -2.51894, -4.08798], [0.62656, -2.52361, -2.13343], [-0.07986, -1.33604, -1.37777], [0.31914, -1.15999, 0.01917], [0.22474, 0.01009, -2.19779], [-1.24736, 1.36438, -1.95162], [-1.63121, -1.63712, -1.56841], [-2.20037, -2.84820, -1.14352], [-1.46751, -3.68087, -0.35958], [-3.57210, -3.12361, -1.56749], [-4.47725, -3.31817, -0.42222], [-3.59437, -4.23501, -2.53809], [3.21573, -5.61963, -1.01092], [3.27326, -5.04260, -2.66211], [1.71640, -5.43583, -1.88469], [1.89515, -3.60413, -0.33739], [3.55046, -3.24388, -0.75341], [2.39016, -1.53086, -1.69716], [-1.92250, -4.51380, -0.20425], [-5.46555, -2.90880, -0.62851], [-4.61950, -4.38042, -0.18088], [-4.07176, -2.84208, 0.47242], [-4.07645, -5.12213, -2.11681], [-2.57636, -4.54182, -2.80275], [-4.10467, -3.96175, -3.46152], [-6.86281, -1.04049, 0.70605], [-6.07400, -0.14837, 0.55388], [-5.71404, 0.58653, 1.62575], [-4.63283, 1.52404, 1.59161], [-5.05619, 2.88074, 1.07002], [-5.52453, 0.20730, -0.80732], [-3.78890, 1.11312, 1.03341], [-4.30900, 1.60643, 2.62855], [-5.39757, 2.82673, 0.03603], [-4.22567, 3.58612, 1.11865], [-5.88002, 3.27756, 1.66255], [-6.23499, 0.86075, -1.31296], [-5.42174, -0.71075, -1.38112], [-4.55274, 0.69195, -0.77950], [6.76333, -2.25722, -4.53787], [6.56237, -1.08832, -4.71538], [6.80556, -0.56143, -5.93331], [6.43069, 0.77097, -6.29343], [7.47651, 1.78764, -5.88574], [6.12104, -0.18212, -3.58855], [5.44358, 1.01346, -5.89708], [6.33764, 0.74724, -7.37805], [7.60163, 1.82392, -4.80351], [7.19299, 2.78194, -6.23194], [8.44119, 1.52739, -6.32105], [6.99896, 0.13839, -3.02843], [5.47315, -0.75489, -2.93030], [5.56475, 0.69488, -3.91025], [-5.14023, 6.28753, 1.95447], [-4.23420, 6.31324, 2.74058], [-3.11900, 7.00325, 2.43159], [-2.05996, 7.23448, 3.36623], [-1.07472, 6.08513, 3.40654], [-4.28654, 5.52244, 4.02932], [-2.46195, 7.46791, 4.35292], [-1.56698, 8.13564, 3.00569], [-1.54466, 5.16386, 3.75171], [-0.24712, 6.31888, 4.07643], [-0.67514, 5.89909, 2.40966], [-3.97036, 4.50009, 3.82212], [-5.31844, 5.50651, 4.37038], [-3.67525, 5.92635, 4.83201], [4.81164, -0.90717, 5.70354], [3.91882, -1.36396, 5.04354], [3.84017, -1.03345, 3.74107], [2.91618, -1.65036, 2.83356], [1.55498, -0.99483, 2.85019], [2.84786, -2.23899, 5.65540], [2.85900, -2.72439, 3.02016], [3.37306, -1.52572, 1.85230], [1.07890, -1.08795, 3.82877], [0.91184, -1.44469, 2.10175], [1.64890, 0.06849, 2.62935], [2.08328, -1.59550, 6.08895], [3.30526, -2.82183, 6.45077], [2.37640, -2.92686, 4.95866]],
  "mulliken_charge": [-1.31, -0.06, -0.77, 0.03, -0.03, 0.86, -0.33, -0.66, 0.27, -0.28, 0.61, -0.33, -0.12, -1.26, -1.01, 0.39, 0.35, 0.27, 0.12, 0.36, 0.54, 0.28, 0.36, 0.38, 0.39, 0.37, 0.29, 0.28, -0.59, 0.69, -0.38, -0.27, -0.81, -0.74, 0.22, 0.31, 0.31, 0.21, 0.30, 0.30, 0.27, 0.15, -0.56, 0.67, -0.37, -0.38, -0.93, -0.73, 0.32, 0.32, 0.27, 0.35, 0.29, 0.29, 0.15, 0.30, -0.55, 0.71, -0.36, -0.41, -0.92, -0.87, 0.35, 0.32, 0.26, 0.35, 0.29, 0.15, 0.32, 0.36, -0.57, 0.71, -0.38, -0.32, -0.57, -0.86, 0.32, 0.20, 0.29, 0.12, 0.26, 0.24, 0.31, 0.30],
  "homo_ev": -9.273,
  "relative_energy_kcal_mol": 0.0,
  "e_lumo_ev": -1.7
}

{
  "formula": "C21H45NO8",
  "method": "wB97M-V/def2-TZVPD",
  "symbols": ["C", "C", "O", "N", "H", "H", "C", "H", "H", "H", "H", "H", "H", "O", "H", "C", "C", "C", "O", "H", "H", "H", "H", "H", "H", "H", "H", "C", "C", "C", "O", "H", "H", "H", "H", "H", "H", "H", "H", "C", "C", "C", "O", "H", "H", "H", "H", "H", "H", "H", "H", "C", "C", "C", "O", "H", "H", "H", "H", "H", "H", "H", "H", "C", "C", "C", "O", "C", "C", "C", "O", "H", "H", "H", "H"],
  "positions_angstrom": [[-4.31260, -0.06582, -0.53510], [-3.75188, 1.27589, -0.99441], [-4.45387, 2.26761, -0.90146], [-2.37271, 1.36838, -1.69931], [-1.68844, 0.90722, -1.10625], [-2.06781, 0.75252, -2.45392], [-1.92758, 2.76858, -1.93399], [-4.00264, -0.21178, 0.51038], [-3.90046, -0.87315, -1.12786], [-5.41610, 0.11859, -0.75921], [-1.87920, 3.30448, -1.06714], [-2.56322, 3.11307, -2.79775], [-0.94662, 2.66852, -2.37121], [-0.42541, 0.15541, -0.39933], [0.18525, -0.18885, 0.18678], [1.01353, -2.07236, -4.44815], [1.40347, -1.28196, -3.24832], [2.73923, -0.53916, -3.58488], [0.40002, -0.27326, -2.96852], [0.78809, -1.59046, -5.29664], [0.14980, -2.59348, -4.13626], [1.79817, -2.66762, -4.73030], [1.52267, -1.93117, -2.39110], [3.50057, -1.24994, -3.59595], [3.05488, 0.33694, -2.87586], [2.62427, 0.01469, -4.61766], [0.47398, -0.19702, -2.00433], [-2.75423, -3.87726, -0.09681], [-1.54238, -2.93876, 0.07734], [-0.15957, -3.53693, 0.09597], [-1.53843, -2.10945, -1.03999], [-2.55891, -4.55860, -0.90823], [-3.75367, -3.34127, -0.29206], [-3.02055, -4.71238, 0.56206], [-1.68077, -2.24197, 0.92667], [0.51976, -2.67912, -0.10306], [-0.02302, -4.41961, -0.54042], [0.13192, -3.75761, 1.22764], [-0.92234, -1.32635, -0.64880], [2.01827, 2.96688, -1.94673], [2.03378, 2.24100, -0.69793], [3.38725, 2.44859, 0.17986], [0.98476, 2.39716, 0.14696], [2.02163, 3.99095, -1.67776], [1.34060, 2.66964, -2.72642], [3.06051, 2.98170, -2.40409], [1.96797, 1.17107, -0.73965], [4.40921, 2.59337, -0.37766], [3.74028, 1.66520, 0.78722], [3.39386, 3.13156, 0.86111], [0.31578, 1.80990, 0.04533], [-2.68371, 2.31945, 2.16989], [-1.79463, 1.19531, 2.69986], [-2.24165, 0.75580, 4.09299], [-1.93688, 0.09499, 1.93349], [-2.39330, 3.20078, 2.70634], [-3.88634, 2.11620, 2.20907], [-2.52261, 2.58063, 1.20976], [-0.85005, 1.72280, 2.64024], [-1.79338, -0.16369, 4.60776], [-3.34528, 0.36214, 4.17315], [-2.07610, 1.57243, 4.66269], [-1.50723, 0.11064, 1.13206], [4.08654, -0.49411, 3.91598], [4.38405, -0.83056, 2.47647], [3.23095, -1.02678, 1.43006], [3.31873, -1.19041, 0.24121], [1.95350, -0.95597, 2.06938], [1.61994, -0.71437, 3.51898], [2.77141, -0.73810, 4.58335], [2.62265, -0.78992, 5.73841], [4.90615, -0.29703, 4.57538], [5.36730, -0.79602, 2.23210], [0.92024, -1.28557, 1.53937], [0.53258, -0.63221, 4.07918]],
  "mulliken_charge": [-0.57, 0.72, -0.49, 0.53, -1.21, 0.63, -0.61, 0.10, 0.19, 0.36, 0.33, 0.38, 0.12, 2.59, -0.99, -2.14, 1.49, -1.17, -0.62, 0.50, 0.43, 0.52, 0.00, 0.51, 0.06, 0.24, -0.42, -1.51, 1.41, -0.48, -0.69, 0.37, 0.18, 0.40, -0.28, -0.24, 0.37, 0.21, -0.21, -1.80, 2.19, -1.64, -0.63, 0.49, 0.34, 0.42, -0.77, 0.29, 0.19, 0.64, -0.13, -1.44, 1.13, -1.75, -0.52, 0.54, 0.17, 0.24, 0.19, 0.29, 0.29, 0.57, -0.17, -0.52, -0.73, 0.50, -0.51, 0.82, -0.29, 0.37, -0.47, 0.42, 0.53, -0.34, 0.14],
  "homo_ev": -9.207,
  "relative_energy_kcal_mol": 228.3,
  "e_lumo_ev": -2.0
}

{
  "formula": "C21H46LaNOP3S",
  "method": "wB97M-V/def2-TZVPD",
  "symbols": ["La", "P", "P", "P", "H", "C", "C", "H", "C", "C", "C", "C", "C", "C", "C", "C", "C", "H", "H", "H", "H", "H", "H", "H", "H", "H", "H", "H", "H", "H", "H", "H", "H", "H", "H", "H", "H", "H", "H", "H", "H", "H", "H", "H", "H", "H", "C", "C", "C", "C", "C", "C", "S", "H", "H", "H", "H", "H", "H", "C", "N", "C", "C", "C", "O", "H", "H", "H", "H", "H", "H", "H", "H", "H"],
  "positions_angstrom": [[-0.12788, -0.02526, -0.04138], [-0.13248, -2.81964, -1.03668], [2.90147, -0.47006, -0.09984], [-3.06936, -0.21139, 0.39405], [3.87934, 3.84478, -1.82372], [2.84730, 3.74393, -1.47402], [2.45371, 4.24954, -0.29253], [3.09620, 4.88283, 0.33437], [-0.10659, -2.77819, -2.87577], [1.04074, -4.18980, -0.70793], [-1.72094, -3.69070, -0.74101], [4.15789, 0.78529, 0.33850], [3.51396, -1.87077, 0.91968], [3.48510, -0.94936, -1.76769], [-3.71139, 1.37373, 1.06423], [-3.92146, -1.38399, 1.51024], [-4.07056, -0.31734, -1.14210], [2.13815, 3.25897, -2.15838], [1.45712, 4.03841, 0.09968], [-0.21409, -3.79237, -3.28653], [0.83984, -2.34238, -3.22436], [-0.93052, -2.15025, -3.24224], [0.69034, -5.10995, -1.19834], [1.11106, -4.37782, 0.37225], [2.04387, -3.94839, -1.08337], [-1.66043, -4.71029, -1.14712], [-2.55698, -3.15742, -1.21275], [-1.91522, -3.75149, 0.33859], [5.06384, 0.62817, -0.26476], [4.41954, 0.69794, 1.40174], [3.76986, 1.79252, 0.14348], [4.54187, -2.12453, 0.62164], [2.87595, -2.75545, 0.79248], [3.51646, -1.58589, 1.98118], [4.57654, -1.07731, -1.75115], [3.22471, -0.14427, -2.46854], [3.00086, -1.87882, -2.09764], [-4.75290, 1.52424, 0.74553], [-3.09827, 2.20822, 0.69880], [-3.66402, 1.35043, 2.16141], [-5.01033, -1.34745, 1.36289], [-3.69475, -1.12119, 2.55293], [-3.56759, -2.40713, 1.32646], [-5.10272, -0.00430, -0.92542], [-4.06607, -1.34713, -1.52432], [-3.64677, 0.34314, -1.91253], [-1.57158, 3.16811, -2.52118], [-2.35982, 3.00949, -3.67984], [-2.89060, 4.12622, -4.31983], [-2.65760, 5.40811, -3.80956], [-1.94038, 5.56548, -2.61616], [-1.39890, 4.45113, -1.96656], [-0.80389, 1.76382, -1.83132], [-0.94841, 1.94494, -0.34953], [-2.52145, 2.00979, -4.08234], [-3.47090, 3.98805, -5.23368], [-3.04597, 6.28237, -4.33546], [-1.80019, 6.56443, -2.19975], [-0.82796, 4.55430, -1.04330], [1.57786, -2.01154, 5.06255], [0.85989, -1.71062, 3.82234], [0.11443, -2.78510, 3.17236], [0.92302, -0.52577, 3.23669], [1.71697, 0.57558, 3.82664], [0.31503, -0.35437, 2.11276], [1.30998, -3.02887, 5.35937], [1.28453, -1.31067, 5.85589], [2.66909, -1.95472, 4.92507], [-0.92416, -2.48248, 2.98575], [0.58289, -3.07637, 2.21882], [0.12937, -3.63886, 3.85267], [2.77230, 0.47196, 3.52926], [1.34775, 1.53275, 3.44733], [1.65430, 0.58103, 4.92096]],
  "mulliken_charge": [1.94, 0.42, 0.45, 0.45, 0.30, -0.44, -0.39, 0.29, -1.25, -1.35, -1.07, -1.02, -1.05, -1.22, -1.15, -1.25, -1.11, 0.17, 0.09, 0.43, 0.36, 0.39, 0.52, 0.36, 0.34, 0.51, 0.32, 0.19, 0.42, 0.42, 0.12, 0.45, 0.15, 0.27, 0.48, 0.40, 0.24, 0.41, 0.29, 0.39, 0.43, 0.39, 0.28, 0.47, 0.36, 0.20, 0.71, -0.33, -0.75, -0.43, -0.67, -0.27, -0.09, 0.08, 0.40, 0.40, 0.42, 0.42, 0.26, -0.92, 0.09, -0.66, 0.49, -1.29, -0.06, 0.33, 0.37, 0.33, 0.21, 0.12, 0.40, 0.25, 0.33, 0.47],
  "total_charge": 3,
  "homo_ev": -16.974,
  "e_lumo_ev": -9.8
}